1) Entry from OMol25: an isolated ion of composition C5H10N3 and charge +1 (ωB97M-V with the def2-TZVPD basis set).

The molar mass is 112.16 Da. The value obtained for the HOMO-LUMO gap (spin up / spin down) is 7.46 / 9.36 eV. As for the multiplicity: 3. The expectation value of S² is 2.01. The charge is +1. As for the LUMO energy (spin up / spin down): -2.9 / -5.5 eV.

Atoms and positions in Å:
1 H 1.870 -0.264 1.820
2 H -2.222 -0.569 -1.742
3 H 1.869 -3.350 -0.334
4 C -0.268 1.766 1.497
5 H 0.718 2.223 1.939
6 H -0.961 1.422 2.347
7 N 2.098 -2.348 -0.107
8 H -2.213 1.224 -1.088
9 H -1.010 0.793 -2.360
10 C 1.178 -1.309 0.003
11 C -1.634 0.386 -1.554
12 N 0.232 0.623 0.720
13 N 0.230 -1.105 -0.903
14 H 2.711 -2.376 0.683
15 H -0.031 -1.745 -1.743
16 C 1.198 -0.292 1.009
17 C -0.690 -0.210 -0.618
18 H -0.731 2.521 0.816

***

2) Entry from OMol25: an isolated ion of composition C5H10N3 and charge +1 (ωB97M-V with the def2-TZVPD basis set).

The molar mass is 112.16 Da. The value obtained for the HOMO-LUMO gap (spin up / spin down) is 6.85 / 7.86 eV. As for the multiplicity: 3. The expectation value of S² is 2.01. The charge is +1. As for the LUMO energy (spin up / spin down): -3.2 / -6.6 eV.

Atoms and positions in Å:
1 C 0.743 -0.708 -1.299
2 N -1.300 -1.307 -0.047
3 H 0.009 -0.831 1.986
4 H 1.413 -0.151 1.359
5 H -3.319 -0.959 -0.020
6 H 1.024 -1.775 1.071
7 H 0.298 -1.501 -1.896
8 H -2.735 1.665 0.109
9 C -2.328 -0.543 0.002
10 H 1.041 2.025 -0.536
11 H 1.752 -1.007 -1.028
12 C -0.123 -0.461 -0.062
13 H -0.247 2.991 -0.039
14 N 0.654 -0.821 1.186
15 C -0.678 0.952 0.044
16 H 0.805 0.182 -1.920
17 C -2.018 0.872 0.068
18 N 0.245 2.119 0.074

***

Ranked by calculated energy, most stable first: 2), 1).

***

1) Entry from OMol25: C4H10ClN3 as an isolated structure (ωB97M-V with the def2-TZVPD basis set).

The molar mass is 135.60 Da. The value obtained for the HOMO-LUMO gap is 9.19 eV. As for the LUMO energy: 0.2 eV.

Atoms and positions in Å:
1 N 1.241 1.490 -0.100
2 N 1.388 -1.183 -0.752
3 C -0.620 -0.080 -0.037
4 H 1.792 -2.336 -1.011
5 C -0.672 -0.246 1.579
6 Cl -2.510 -0.202 -0.516
7 H 1.615 -1.026 0.579
8 C -0.057 1.322 -0.275
9 H -0.528 -2.091 -0.570
10 H -1.775 1.853 -0.916
11 H -1.647 -0.971 2.211
12 N -0.871 2.228 -0.767
13 H 0.450 -0.486 2.015
14 H -0.981 0.927 1.905
15 H 1.574 2.336 -0.329
16 C -0.014 -1.183 -0.885
17 H -0.010 -0.878 -1.960
18 H 1.625 0.528 -0.173

***

2) Entry from OMol25: a single C4H10ClN3 molecule (ωB97M-V with the def2-TZVPD basis set).

The molar mass is 135.60 Da. The value obtained for the HOMO-LUMO gap (spin up / spin down) is 8.21 / 8.21 eV. Its SMILES is C=C(NN)[C@@](C)(N)Cl. As for the LUMO energy (spin up / spin down): 0.5 / 0.5 eV.

Atoms and positions in Å:
1 H 0.989 -1.372 -2.363
2 H -1.616 -0.584 1.244
3 H -0.804 1.570 2.705
4 H 2.302 0.775 -0.015
5 H 1.750 -1.378 -0.865
6 N -0.884 0.113 1.353
7 H 0.213 0.305 3.006
8 H 1.719 1.343 1.644
9 N -0.722 0.552 2.671
10 C 1.694 0.620 0.852
11 H -0.498 1.182 -2.034
12 C 0.094 0.109 0.442
13 C -0.996 0.246 -1.788
14 H -1.945 0.462 -1.305
15 N 1.103 -0.901 -1.476
16 H -1.181 -0.309 -2.704
17 Cl -1.129 -2.183 -0.503
18 C -0.089 -0.550 -0.863

***

3) Entry from OMol25: a single C4H10ClN3 molecule (ωB97M-V with the def2-TZVPD basis set).

The molar mass is 135.60 Da. The value obtained for the HOMO-LUMO gap is 9.55 eV. Its SMILES is [H]/N=C(\CCCl)N(C)N. As for the LUMO energy: 0.8 eV.

Atoms and positions in Å:
1 N 1.117 -0.502 0.068
2 H 0.552 -1.817 1.483
3 N 0.652 -1.762 0.473
4 C -2.251 0.621 0.079
5 H 1.988 -0.686 -1.846
6 H 2.815 0.395 -0.718
7 C 0.297 0.596 -0.008
8 H 2.928 -1.379 -0.496
9 H -0.230 -1.987 0.067
10 H -3.127 0.767 0.716
11 H -0.949 -0.191 1.600
12 Cl -2.539 -0.944 -0.759
13 C 2.280 -0.558 -0.798
14 H -0.033 2.340 -0.679
15 H -2.230 1.379 -0.706
16 C -0.944 0.615 0.869
17 H -0.930 1.553 1.450
18 N 0.606 1.559 -0.797

***

Ranked by calculated energy, most stable first: 3), 2), 1).

***

1) Entry from OMol25: a 4-piece molecular cluster, C2H14NO3 overall (ωB97M-V with the def2-TZVPD basis set).

The molar mass is 100.14 Da. The value obtained for the HOMO-LUMO gap (spin up / spin down) is 10.89 / 2.79 eV. As for the multiplicity: 2. The expectation value of S² is 0.76. The charge is +2. As for the LUMO energy (spin up / spin down): -7.4 / -15.4 eV.

Atoms and positions in Å:
1 H -0.777 1.297 0.890
2 O -2.535 -0.406 -2.425
3 H 2.636 -0.981 2.422
4 N -1.085 -0.676 0.174
5 H -2.239 -0.315 -3.343
6 H -0.701 -1.583 -1.714
7 O 2.415 3.727 0.459
8 C -0.465 -1.756 -0.671
9 O 1.683 -1.077 2.601
10 C -0.223 0.544 0.333
11 H -3.281 0.210 -2.403
12 H -0.909 -2.699 -0.406
13 H 0.665 0.248 0.897
14 H 0.612 -1.681 -0.607
15 H 2.386 3.136 -0.337
16 H 0.028 0.819 -0.691
17 H -1.314 -1.108 1.068
18 H 3.401 3.857 0.520
19 H 1.643 -1.111 3.575
20 H -1.940 -0.446 -0.340

***

2) Entry from OMol25: a 4-piece molecular cluster, C2H14NO3 overall (ωB97M-V with the def2-TZVPD basis set).

The molar mass is 100.14 Da. The value obtained for the HOMO-LUMO gap (spin up / spin down) is 11.63 / 3.73 eV. As for the multiplicity: 2. The expectation value of S² is 0.76. The charge is +2. As for the LUMO energy (spin up / spin down): -7.4 / -15.3 eV.

Atoms and positions in Å:
1 H 0.113 0.203 0.431
2 C -0.147 -2.811 -1.102
3 H -0.942 -1.955 0.708
4 H -0.050 0.696 -3.153
5 H -1.445 2.477 1.251
6 O -0.654 2.247 0.721
7 H 0.841 0.820 4.040
8 H 0.514 -3.485 -0.557
9 N 0.383 -0.551 -0.207
10 H 0.623 -0.106 -1.123
11 H -0.157 3.073 0.544
12 H 1.459 0.997 -3.203
13 O 0.745 0.753 -2.600
14 H 0.398 -2.523 -2.003
15 O 0.227 1.271 3.416
16 H 1.191 -1.010 0.213
17 H -1.529 -1.160 -0.741
18 H -0.371 1.820 3.971
19 H -0.978 -3.453 -1.403
20 C -0.658 -1.653 -0.301

***

Ranked by calculated energy, most stable first: 2), 1).

***

1) Entry from OMol25: a single C6H6N2O3 molecule (ωB97M-V with the def2-TZVPD basis set).

The molar mass is 154.12 Da. The value obtained for the HOMO-LUMO gap (spin up / spin down) is 8.19 / 8.19 eV. Its SMILES is C=C(N=O)c1ncoc1OC. As for the LUMO energy (spin up / spin down): -0.4 / -0.4 eV.

Atoms and positions in Å:
1 C -1.651 -1.819 -0.352
2 O -1.075 0.734 -1.048
3 C 1.068 0.623 -0.499
4 N 0.764 1.932 -0.796
5 N 3.158 -0.855 -0.125
6 H -2.279 -1.422 -1.151
7 O -0.299 -1.407 -0.502
8 C -0.095 -0.101 -0.653
9 C -0.478 1.944 -1.115
10 H -1.631 -2.905 -0.393
11 H -2.032 -1.485 0.617
12 H -1.066 2.782 -1.423
13 C 2.365 0.274 0.094
14 H 2.426 2.048 1.238
15 H 3.835 0.864 1.478
16 C 2.891 1.101 1.018
17 O 3.298 -1.372 -1.221

***

2) Entry from OMol25: a single C6H6N2O3 molecule (ωB97M-V with the def2-TZVPD basis set).

The molar mass is 154.12 Da. The value obtained for the HOMO-LUMO gap is 9.42 eV. Its SMILES is C[C@H](O)/C=C1\C(=O)N1N=C=O. As for the LUMO energy: 0.2 eV.

Atoms and positions in Å:
1 C 1.671 -1.691 -0.209
2 N 2.224 -0.499 0.017
3 O 1.805 -2.839 -0.360
4 O -2.465 0.198 1.584
5 H -1.520 0.999 -1.288
6 H -1.721 0.442 2.256
7 H -2.485 -0.555 -1.460
8 O 4.080 2.446 -0.537
9 C 0.731 -0.587 0.120
10 C 3.668 1.382 -0.353
11 H -0.271 1.146 0.603
12 C -2.273 0.269 -0.898
13 H -3.158 0.782 -0.625
14 H -1.649 -1.490 0.442
15 C -0.325 0.140 0.457
16 C -1.712 -0.338 0.419
17 N 3.401 0.197 -0.167

***

Ranked by calculated energy, most stable first: 1), 2).

***

1) Entry from OMol25: CHF2NO2S as an isolated structure (ωB97M-V with the def2-TZVPD basis set).

The molar mass is 129.09 Da. The value obtained for the HOMO-LUMO gap (spin up / spin down) is 7.50 / 7.50 eV. As for the LUMO energy (spin up / spin down): -1.7 / -1.7 eV.

Atoms and positions in Å:
1 O 2.152 -0.642 -0.144
2 C -0.979 0.784 0.099
3 N 1.061 -1.426 0.130
4 O 0.075 1.108 -0.278
5 S -0.602 -1.612 0.244
6 H 1.874 0.229 -0.587
7 F -1.527 0.933 1.286
8 F -2.053 0.627 -0.750

***

2) Entry from OMol25: a 2-piece molecular cluster, CHF2NO2S overall (ωB97M-V with the def2-TZVPD basis set).

The molar mass is 129.09 Da. The value obtained for the HOMO-LUMO gap is 10.76 eV. As for the LUMO energy: -1.0 eV.

Atoms and positions in Å:
1 H -2.350 0.317 -0.033
2 O 0.128 -1.033 -0.245
3 N -2.360 -0.676 0.145
4 F 1.992 0.466 -1.103
5 C 1.320 0.765 0.001
6 O 0.484 1.571 0.110
7 S -1.174 -1.592 0.123
8 F 1.960 0.182 1.003

***

Ranked by calculated energy, most stable first: 2), 1).

***

1) Entry from OMol25: a 2-piece molecular cluster, C3H9N3O overall (ωB97M-V with the def2-TZVPD basis set).

The molar mass is 103.12 Da. The value obtained for the HOMO-LUMO gap is 8.55 eV. Its SMILES is CC(N)=C=O.NN. As for the LUMO energy: 0.6 eV.

Atoms and positions in Å:
1 H 1.084 -0.026 2.294
2 N -1.671 -2.232 -0.943
3 H -0.941 -2.345 -0.235
4 N 0.100 1.999 1.050
5 C 1.360 -0.130 1.240
6 H 0.620 2.434 1.813
7 H -0.233 2.724 0.411
8 H -2.563 -2.404 -0.471
9 H -0.847 -0.833 -2.206
10 N -1.654 -0.948 -1.579
11 H 2.450 -0.203 1.179
12 O 1.119 1.119 -2.049
13 H -1.615 -0.166 -0.919
14 H 0.932 -1.072 0.879
15 C 0.854 1.019 0.417
16 C 1.006 1.063 -0.881

***

2) Entry from OMol25: C3H9N3O as an isolated structure (ωB97M-V with the def2-TZVPD basis set).

The molar mass is 103.12 Da. The value obtained for the HOMO-LUMO gap is 9.20 eV. As for the LUMO energy: 0.6 eV.

Atoms and positions in Å:
1 H -3.547 -0.440 -0.260
2 C -2.504 -0.734 0.192
3 H 0.024 2.310 -0.828
4 H -2.346 -1.769 -0.461
5 C 0.594 1.854 0.067
6 N -0.441 -0.447 -0.123
7 H -2.404 -1.106 1.210
8 H 1.207 -1.903 0.781
9 H 2.601 0.296 -0.476
10 N 1.924 -0.137 0.070
11 O -1.692 0.181 -0.236
12 H 1.518 2.273 0.156
13 N 2.257 -1.516 0.075
14 C 0.556 0.337 0.021
15 H 0.275 2.399 1.046
16 H 1.977 -1.598 -1.232

***

Ranked by calculated energy, most stable first: 1), 2).

***

1) Entry from OMol25: a single C3H9N3O molecule (ωB97M-V with the def2-TZVPD basis set).

The molar mass is 103.12 Da. The value obtained for the HOMO-LUMO gap is 9.86 eV. Its SMILES is NCCNC(N)=O. As for the LUMO energy: 0.8 eV.

Atoms and positions in Å:
1 H -0.948 -0.228 -1.317
2 C -0.913 0.885 0.435
3 N -1.412 0.437 -0.774
4 H 1.417 -0.319 -1.563
5 H 0.834 1.378 1.486
6 H 2.443 -1.515 -0.672
7 O -1.679 1.424 1.297
8 C 1.479 -0.996 -0.725
9 H 0.225 -2.681 -0.508
10 H 1.226 -0.912 1.410
11 H 2.381 0.242 0.589
12 N 0.484 0.869 0.591
13 N 0.368 -1.842 -1.060
14 H -2.378 0.692 -0.848
15 C 1.394 -0.242 0.580
16 H 0.388 -2.176 -1.993

***

2) Entry from OMol25: a 2-piece molecular cluster, C3H9N3O overall (ωB97M-V with the def2-TZVPD basis set).

The molar mass is 103.12 Da. The value obtained for the HOMO-LUMO gap is 8.66 eV. Its SMILES is [H]/N=N/C.C=CNO. As for the LUMO energy: 0.5 eV.

Atoms and positions in Å:
1 C 1.530 1.048 0.543
2 H -1.411 0.813 1.192
3 N -0.633 -1.311 -0.312
4 N 1.391 -0.231 -0.103
5 H -0.840 -2.156 -0.835
6 H 0.652 1.659 0.321
7 C -1.456 -0.188 -0.675
8 H 1.581 0.878 1.619
9 O -0.532 -1.674 1.054
10 C -1.885 0.697 0.230
11 H -1.951 -0.300 -1.631
12 H 1.994 -1.188 -1.628
13 H -0.068 -0.881 1.407
14 H 2.417 1.579 0.192
15 N 1.781 -0.225 -1.336
16 H -2.571 1.481 -0.038

***

Ranked by calculated energy, most stable first: 1), 2).

***

1) Entry from OMol25: a 2-piece molecular cluster, C4H11N2S overall (ωB97M-V with the def2-TZVPD basis set).

The molar mass is 119.21 Da. The value obtained for the HOMO-LUMO gap is 8.13 eV. The charge is +1. As for the LUMO energy: -4.8 eV.

Atoms and positions in Å:
1 H 3.174 0.151 -1.311
2 C -0.840 -0.489 -0.477
3 H 1.124 0.679 1.189
4 H -1.274 0.794 3.315
5 H 2.760 1.718 -1.228
6 C -2.127 -0.900 -1.016
7 C 0.194 0.544 1.706
8 N 2.627 0.867 -0.792
9 H -2.522 -1.636 -0.286
10 H -1.746 -0.124 1.533
11 C -0.838 -0.044 0.920
12 N 0.240 -0.633 -1.210
13 S 0.084 0.701 3.414
14 H 2.920 1.120 0.236
15 H -2.784 -0.014 -0.973
16 H 0.130 -1.292 -1.942
17 H 1.167 -0.141 -1.128
18 H -2.290 -1.302 -1.951

***

2) Entry from OMol25: an isolated ion of composition C4H11N2S and charge +1 (ωB97M-V with the def2-TZVPD basis set).

The molar mass is 119.21 Da. The value obtained for the HOMO-LUMO gap is 9.88 eV. The charge is +1. As for the LUMO energy: -3.9 eV.

Atoms and positions in Å:
1 H 1.549 -1.005 1.527
2 H 0.276 2.860 -0.259
3 H -3.576 -1.113 -0.980
4 S -2.185 0.285 0.529
5 C -2.459 -0.922 -0.792
6 C 1.822 0.839 -0.141
7 C 0.600 -0.990 0.909
8 H 2.307 1.140 0.728
9 N -0.567 2.243 -0.305
10 H -0.189 -1.063 1.624
11 H -2.113 -1.929 -0.433
12 H 1.721 1.648 -0.838
13 H 2.362 0.171 -0.662
14 N 0.564 0.273 0.283
15 H 0.696 -1.871 0.134
16 C -0.595 0.985 0.114
17 H -1.486 2.733 -0.161
18 H -1.821 -0.508 -1.668

***

3) Entry from OMol25: C4H11N2S as an isolated structure (ωB97M-V with the def2-TZVPD basis set).

The molar mass is 119.21 Da. The value obtained for the HOMO-LUMO gap is 8.80 eV. The charge is +1. As for the LUMO energy: -4.9 eV.

Atoms and positions in Å:
1 N -0.293 -0.736 -1.432
2 C -0.906 0.112 -0.645
3 H 0.840 -1.588 -0.054
4 H 0.402 0.906 0.775
5 H 2.658 -0.251 -2.263
6 H -1.014 1.103 2.779
7 C 0.872 -1.414 -1.085
8 H -1.641 2.080 1.733
9 H 3.138 -0.723 -0.738
10 C -1.430 1.056 1.787
11 N 2.340 -0.225 -1.205
12 C -0.571 0.328 0.793
13 H -2.453 0.491 2.004
14 H 1.202 -2.141 -1.799
15 H -0.489 -0.657 1.111
16 H -2.768 1.509 -0.400
17 S -2.383 0.627 -1.351
18 H -0.404 -0.559 -2.491

***

Ranked by calculated energy, most stable first: 2), 1), 3).